Entry 1:
This record from the OMol25 dataset describes a molecular structure, C41H33IIrN11O2P. The level of theory is ωB97M-V/def2-TZVPD.

Each line ends with the Löwdin spin population.
Atoms and positions in Å:
Ir: 1.563 -2.028 1.248  1.515
I: -1.612 -3.156 -1.973  0.255
P: -1.047 -0.214 -1.639  0.407
O: 2.091 0.178 -1.313  0.102
O: 3.943 -0.732 -2.333  0.442
N: 0.074 5.710 5.368  0.007
N: 2.835 -4.228 -0.486  0.025
N: 4.118 -3.358 -2.205  0.063
N: 1.743 -4.073 0.380  0.009
N: -3.137 -2.028 2.345  0.014
N: -0.466 -2.194 1.668  0.024
N: 2.566 -2.031 -1.003  0.171
N: 5.917 -0.373 2.461  0.009
N: 2.960 -0.870 -1.572  0.394
N: 3.497 -1.398 1.672  0.050
N: 1.244 -0.289 2.054  0.015
C: -0.039 0.047 2.373  -0.003
C: 0.748 2.129 3.297  0.019
C: -0.579 3.500 4.879  0.007
C: -2.784 2.269 1.031  -0.004
C: -2.596 -3.190 2.007  -0.007
C: -5.730 -2.745 -3.240  0.000
C: -4.504 -3.206 -2.736  0.009
C: -4.961 0.832 -3.814  0.007
C: 2.067 1.724 3.011  -0.004
C: -0.744 4.695 5.573  -0.001
C: 2.361 1.154 -3.667  0.253
C: -0.172 1.872 0.132  0.041
C: -0.469 2.928 0.982  0.003
C: -0.999 -1.024 2.118  0.027
C: -4.806 -0.515 -3.425  0.000
C: 0.485 3.395 3.975  0.004
C: -3.565 -0.946 -2.856  0.002
C: -1.770 3.138 1.421  0.046
C: -3.471 -2.326 -2.570  0.010
C: -2.585 0.042 -2.586  0.034
C: -3.954 1.745 -3.634  0.004
C: 5.837 -1.605 1.988  0.005
C: 4.825 0.354 2.573  0.004
C: 0.093 -0.442 -4.120  0.076
C: -2.361 -0.964 2.413  -0.003
C: -5.872 -1.431 -3.587  0.006
C: -2.787 1.357 -2.974  0.015
C: 1.450 0.893 -2.515  0.090
C: 3.196 -3.166 -1.274  0.071
C: 2.142 0.615 -4.900  0.013
C: -2.507 1.237 0.151  0.039
C: 0.225 0.123 -2.881  0.218
C: 1.311 4.504 3.765  0.005
C: 1.068 5.661 4.499  -0.001
C: 3.578 -0.147 2.191  0.016
C: -0.306 1.246 2.983  0.028
C: -1.208 1.073 -0.359  0.065
C: 2.291 0.506 2.418  0.018
C: 1.045 -0.223 -5.135  0.308
C: -1.259 -3.271 1.647  0.010
C: 4.611 -2.123 1.578  0.009
H: -1.324 1.508 3.229  0.001
H: 4.526 -3.130 1.191  0.000
H: -0.780 -1.042 -4.347  0.000
H: 3.048 -5.165 -0.803  0.001
H: 2.831 0.828 -5.707  -0.004
H: -1.994 3.975 2.071  0.002
H: -4.385 -4.256 -2.503  0.003
H: -6.541 -3.447 -3.380  0.000
H: -3.304 0.574 -0.161  0.001
H: -2.827 -0.037 2.726  0.000
H: -1.250 2.676 5.086  0.000
H: 4.586 -4.247 -2.315  0.003
H: -3.238 -4.062 2.018  0.000
H: -2.029 2.101 -2.762  0.001
H: 6.752 -2.182 1.936  0.000
H: -1.538 4.826 6.298  0.000
H: -0.833 -4.223 1.359  0.001
H: 2.901 2.346 3.304  0.000
H: 3.177 1.845 -3.508  0.009
H: 1.836 -4.774 1.118  0.003
H: 0.853 1.691 -0.161  0.004
H: -6.809 -1.071 -3.990  0.000
H: 1.211 1.855 -2.057  0.020
H: 0.873 -4.279 -0.120  0.002
H: -3.795 2.408 1.390  -0.001
H: -5.902 1.138 -4.252  0.000
H: 4.929 1.346 2.998  0.000
H: 0.911 -0.689 -6.101  0.014
H: 4.483 -2.560 -2.710  -0.001
H: 2.111 4.500 3.034  0.000
H: -4.068 2.767 -3.967  0.000
H: 0.321 3.601 1.292  -0.001
H: 1.677 6.550 4.390  0.000

Computed properties:
LUMO (spin up / spin down), eV: -12.170 / -14.377
Energy above the lowest of the compared OMol25 structures with the same formula, charge and spin, kcal per mole: 60.3
Frontier orbital gap (spin up / spin down), Eh: 0.173 / 0.113
Spin multiplicity: 6
Net charge: +4

---

Entry 2:
This record from the OMol25 dataset describes 2 unconnected molecules or ions with the total composition C20H21Cl4O3. The level of theory is ωB97M-V/def2-TZVPD.

Each line ends with the natural charge from an NBO analysis.
Atoms and positions in Å:
Cl: 2.659 -1.186 2.801  0.096
Cl: -2.647 2.122 2.964  0.081
Cl: 2.753 1.986 2.906  0.076
Cl: -2.726 -1.045 2.961  0.109
O: -0.539 -2.228 -0.246  -0.815
O: 0.079 3.186 2.806  -0.477
O: -0.044 -2.219 2.523  -0.402
C: -2.411 -4.501 -0.293  -0.076
C: -1.260 -0.174 2.818  -0.084
C: -1.264 -5.481 -0.571  -0.600
C: 0.527 0.127 -1.314  -0.623
C: -1.261 -2.353 -1.268  0.496
C: -1.226 1.189 2.851  -0.139
C: -2.156 -1.333 -3.309  -0.207
C: 1.242 -0.238 2.778  -0.096
C: 0.080 0.351 -3.745  -0.603
C: 0.048 1.958 2.835  0.476
C: -0.032 -1.000 2.676  0.465
C: 0.214 -0.652 -2.598  -0.066
C: -3.740 -5.250 -0.399  -0.601
C: 1.283 1.125 2.826  -0.124
C: -3.306 -2.115 -3.191  -0.349
C: -3.375 -3.125 -2.230  -0.209
C: -2.294 -3.984 1.139  -0.610
C: -1.100 -1.455 -2.428  -0.179
C: 1.382 -1.599 -2.908  -0.601
C: -2.372 -3.324 -1.301  -0.162
H: -0.088 -0.170 -4.695  0.201
H: 1.515 -2.322 -2.097  0.226
H: 1.184 -2.140 -3.842  0.199
H: -1.300 -6.315 0.143  0.183
H: 1.434 0.735 -1.437  0.175
H: -3.785 -6.059 0.341  0.193
H: 2.309 -1.020 -3.028  0.183
H: 0.996 0.947 -3.842  0.193
H: -3.079 -3.246 1.329  0.190
H: -0.316 0.788 -1.074  0.196
H: -1.333 -3.495 1.314  0.270
H: -4.574 -4.566 -0.199  0.204
H: -2.102 -0.609 -4.123  0.187
H: -4.129 -1.975 -3.893  0.182
H: -1.358 -5.887 -1.587  0.197
H: -0.753 1.037 -3.549  0.206
H: -0.297 -4.976 -0.477  0.226
H: 0.663 -0.576 -0.486  0.256
H: -3.862 -5.695 -1.393  0.199
H: -4.257 -3.766 -2.224  0.187
H: -2.405 -4.805 1.859  0.171

Computed properties:
LUMO, eV: 0.124
Energy above the lowest of the compared OMol25 structures with the same formula, charge and spin, kcal per mole: 10.3
Frontier orbital gap, Eh: 0.112
Net charge: -1

---

Entry 3:
This record from the OMol25 dataset describes a molecular structure, C19H35AlN2O2. The level of theory is ωB97M-V/def2-TZVPD.

Each line ends with the natural charge from an NBO analysis.
Atoms and positions in Å:
Al: 2.710 -2.145 -1.524  1.697
O: 4.990 -4.007 -3.476  -0.606
O: -1.106 1.163 0.305  -0.330
N: -1.201 1.882 1.463  -0.043
N: 3.727 -1.818 -3.135  -0.925
C: -2.906 -2.892 -1.448  -0.409
C: 2.811 -4.170 -1.053  -0.496
C: -1.997 -3.279 -2.722  -0.420
C: 0.236 -1.879 -3.358  -0.396
C: 1.386 3.239 1.928  -0.402
C: -0.219 1.299 2.431  0.106
C: 3.442 -1.001 0.017  -1.260
C: 2.783 -5.435 -0.726  -0.402
C: -0.631 1.670 3.875  -0.622
C: 1.235 1.742 2.157  -0.419
C: -2.526 -1.507 -0.726  -0.628
C: -1.386 -2.033 -3.541  -0.414
C: -1.593 4.229 2.238  -0.623
C: -1.035 3.328 1.107  0.109
C: 0.435 3.711 0.835  -0.420
C: -0.236 -0.256 2.454  -0.605
C: 4.324 -2.938 -3.380  0.780
C: -1.884 3.738 -0.128  -0.602
C: 0.699 -1.713 -1.823  -1.002
H: -1.943 -1.039 -3.389  0.195
H: -1.134 -4.016 -2.471  0.219
H: 0.529 4.798 0.723  0.208
H: -0.607 2.734 4.090  0.202
H: -1.250 -0.640 2.609  0.213
H: 0.387 -0.637 3.270  0.209
H: -4.026 -2.949 -1.704  0.190
H: -0.900 4.368 3.068  0.202
H: -2.602 -0.577 -1.386  0.212
H: 2.418 3.460 1.635  0.216
H: 0.140 -2.500 -1.180  0.206
H: 3.269 -1.503 1.033  0.215
H: 1.618 1.221 1.271  0.236
H: 0.763 3.282 -0.121  0.221
H: -1.831 4.817 -0.298  0.201
H: -2.938 3.476 0.017  0.214
H: -1.638 1.305 4.100  0.213
H: -1.522 -2.291 -4.669  0.185
H: -2.536 3.836 2.630  0.218
H: 2.673 -6.515 -0.362  0.227
H: 1.883 1.439 2.987  0.215
H: -2.729 -3.728 -0.658  0.198
H: 0.050 1.211 4.600  0.211
H: 1.211 3.785 2.861  0.185
H: 4.580 -0.834 -0.106  0.214
H: -1.537 3.268 -1.052  0.232
H: 0.662 -2.899 -3.722  0.190
H: 2.931 0.025 0.000  0.197
H: 0.160 -0.695 1.534  0.244
H: -2.675 -3.865 -3.463  0.192
H: -3.310 -1.357 0.123  0.190
H: 0.654 -0.988 -3.958  0.204
H: -1.797 5.241 1.873  0.210
H: 0.500 -0.630 -1.478  0.206
H: -1.507 -1.529 -0.178  0.239

Computed properties:
LUMO (spin up / spin down), eV: 2.412 / 1.935
Frontier orbital gap (spin up / spin down), Eh: 0.267 / 0.250
Spin multiplicity: 2
Net charge: -1

---

Entry 4:
This record from the OMol25 dataset describes a molecular structure, C26H31As2CoN2O5. The level of theory is ωB97M-V/def2-TZVPD.

Each line ends with the natural charge from an NBO analysis.
Atoms and positions in Å:
As: -1.325 0.406 -1.708  0.973
As: 1.909 0.584 -1.123  0.987
Co: 0.033 -0.430 0.536  1.098
O: 4.253 -4.308 2.956  -0.679
O: 1.337 -4.207 -1.191  -0.711
O: 0.360 -2.176 -1.003  -0.809
O: 1.421 0.840 1.922  -0.759
O: 2.772 0.548 3.722  -0.710
N: -1.725 -1.917 1.327  -0.461
N: 1.578 -1.690 1.276  -0.556
C: -2.065 3.153 1.601  -0.240
C: -1.102 2.245 1.182  -0.235
C: 2.297 -1.303 2.326  0.127
C: 2.349 -0.222 -2.863  -0.941
C: 1.009 2.167 -1.850  -0.374
C: -1.157 -2.626 2.471  -0.412
C: -3.154 1.108 -1.549  -0.964
C: 2.707 -3.782 1.252  -0.321
C: 1.673 3.369 -2.085  -0.220
C: 1.102 -3.131 -0.628  0.739
C: -0.369 4.395 -2.819  -0.223
C: -1.041 3.204 -2.581  -0.244
C: -3.285 2.692 2.090  -0.248
C: -2.534 0.424 1.714  -0.021
C: 3.389 -3.416 2.403  0.406
C: -3.505 1.324 2.156  -0.248
C: -2.217 -2.873 0.329  -0.403
C: -0.371 2.083 -2.096  -0.221
C: -1.315 0.861 1.215  -0.298
C: -2.832 -1.051 1.782  -0.257
C: 3.208 -2.144 2.933  -0.347
C: 1.812 -2.880 0.713  0.108
C: 3.717 1.269 -0.778  -0.959
C: 2.139 0.174 2.726  0.739
C: -1.515 -0.258 -3.562  -0.949
C: 0.992 4.479 -2.567  -0.214
H: 4.648 -3.900 3.731  0.475
H: -1.861 4.218 1.561  0.200
H: -4.450 0.948 2.549  0.189
H: -0.742 -1.905 3.178  0.213
H: -2.541 -2.335 -0.561  0.204
H: -3.097 -1.307 2.812  0.190
H: 4.180 1.684 -1.672  0.206
H: -2.452 -0.815 -3.615  0.218
H: 2.846 0.510 -3.499  0.204
H: 2.733 3.443 -1.877  0.208
H: -4.048 3.385 2.424  0.197
H: 3.002 -1.082 -2.703  0.231
H: -3.778 0.300 -1.166  0.225
H: -3.167 1.917 -0.816  0.250
H: 2.876 -4.734 0.763  0.250
H: -3.059 -3.463 0.726  0.157
H: -0.911 5.259 -3.188  0.204
H: 3.702 2.006 0.025  0.244
H: -0.357 -3.285 2.144  0.211
H: -1.427 -3.554 0.026  0.230
H: 4.302 0.414 -0.442  0.233
H: -2.109 3.154 -2.760  0.206
H: 1.525 5.408 -2.739  0.204
H: -3.719 -1.269 1.182  0.194
H: -1.916 -3.233 2.984  0.162
H: -0.703 -0.946 -3.789  0.236
H: 3.768 -1.781 3.788  0.236
H: -1.529 0.560 -4.280  0.212
H: -0.146 2.624 0.836  0.217
H: -3.560 1.448 -2.501  0.207
H: 1.445 -0.579 -3.350  0.232

Computed properties:
LUMO (spin up / spin down), eV: 2.699 / 2.699
Energy above the lowest of the compared OMol25 structures with the same formula, charge and spin, kcal per mole: 33.3
Frontier orbital gap (spin up / spin down), Eh: 0.274 / 0.268
Spin multiplicity: 2
Net charge: -1

---

Entry 5:
This record from the OMol25 dataset describes C18H27N3O4 in the gas phase. The level of theory is ωB97M-V/def2-TZVPD.

Each line ends with the natural charge from an NBO analysis.
Atoms and positions in Å:
O: -1.302 -3.072 -0.074  -0.637
O: 2.824 2.162 -0.199  -0.493
O: 5.371 1.810 -0.536  -0.481
O: -0.334 -0.103 -1.641  -0.650
N: 0.790 -2.272 -0.533  -0.587
N: -5.003 1.194 1.838  -0.614
N: -2.400 -1.047 -1.431  -0.588
C: 5.243 -0.483 0.284  -0.286
C: -3.196 0.029 -1.963  -0.220
C: 2.536 -0.088 0.672  -0.333
C: 3.301 0.941 0.154  0.349
C: -5.853 0.620 0.814  -0.216
C: -3.119 1.327 0.215  -0.425
C: 2.219 -2.450 1.455  -0.421
C: -5.069 -0.162 -0.249  -0.426
C: -0.543 -2.246 -0.557  0.578
C: 1.431 2.376 -0.148  -0.267
C: 6.754 1.678 -0.744  -0.250
C: 4.688 0.742 -0.037  0.238
C: 3.099 -1.327 0.982  -0.035
C: -3.980 2.045 1.262  -0.217
C: 4.452 -1.513 0.779  -0.223
C: -4.017 0.752 -0.883  -0.220
C: 1.584 -3.178 0.256  -0.216
C: -1.076 -1.005 -1.282  0.593
H: 7.285 1.468 0.190  0.174
H: -2.856 -1.864 -1.040  0.427
H: 0.888 1.649 -0.760  0.211
H: 2.800 -3.172 2.028  0.218
H: -2.393 2.020 -0.214  0.214
H: -2.567 0.516 0.698  0.196
H: -6.392 1.445 0.337  0.183
H: 1.483 0.065 0.849  0.223
H: 1.421 -2.063 2.091  0.213
H: 6.980 0.892 -1.473  0.174
H: -4.581 -1.015 0.230  0.193
H: 0.921 -3.974 0.601  0.229
H: -4.535 1.581 -1.378  0.204
H: 6.298 -0.658 0.147  0.220
H: -5.753 -0.541 -1.010  0.208
H: 1.058 2.342 0.881  0.167
H: 4.909 -2.464 1.011  0.208
H: 1.255 -1.466 -0.937  0.433
H: -6.585 -0.029 1.300  0.201
H: -3.354 2.425 2.073  0.200
H: -3.867 -0.369 -2.731  0.200
H: 1.277 3.375 -0.551  0.197
H: -4.488 2.896 0.796  0.183
H: -2.497 0.731 -2.425  0.229
H: -4.561 0.446 2.366  0.346
H: 2.370 -3.604 -0.374  0.200
H: 7.085 2.637 -1.138  0.201

Computed properties:
LUMO, eV: 0.755
Energy above the lowest of the compared OMol25 structures with the same formula, charge and spin, kcal per mole: 41.1
Frontier orbital gap, Eh: 0.320
SMILES: COc1ccc(CCNC(=O)C(=O)NCC2CCNCC2)cc1OC

---

Entry 6:
This record from the OMol25 dataset describes 2 unconnected molecules or ions with the total composition C6H15NO. The level of theory is ωB97M-V/def2-TZVPD.

Each line ends with the natural charge from an NBO analysis.
Atoms and positions in Å:
O: 0.345 4.073 5.423  -0.947
N: -0.044 -0.891 -0.107  -0.443
C: -1.461 -1.001 -0.381  -0.226
C: 0.774 -1.873 -0.810  -0.215
C: -0.672 0.926 -1.605  -0.430
C: 2.142 -2.079 -0.237  -0.614
C: -1.930 0.109 -1.357  -0.440
C: 0.358 0.471 -0.560  -0.227
H: 2.674 -2.717 -0.939  0.209
H: 0.783 4.894 5.181  0.474
H: 2.216 -2.448 0.784  0.214
H: 0.870 -1.509 -1.853  0.152
H: 2.721 -1.161 -0.252  0.201
H: 1.405 0.515 -0.813  0.205
H: -0.604 4.157 5.339  0.473
H: -0.806 2.003 -1.494  0.215
H: -2.014 -1.074 0.565  0.192
H: -2.584 -0.186 -2.168  0.221
H: 0.241 1.083 0.342  0.189
H: -2.552 0.684 -0.660  0.205
H: -0.276 0.785 -2.614  0.202
H: 0.190 -2.761 -1.058  0.198
H: -1.777 -1.999 -0.728  0.191

Computed properties:
LUMO, eV: 0.984
Energy above the lowest of the compared OMol25 structures with the same formula, charge and spin, kcal per mole: 46.4
Frontier orbital gap, Eh: 0.340
SMILES: CCN1CCCC1.O

---

no.,calculated total energy (eV)
1,-83720.6796
2,-77313.4119
3,-33940.3814
4,-199988.6160
5,-31765.2489
6,-10001.7469